Entry 1:
Below is 2 unconnected molecules or ions with the total composition C6H10N3 in a non-equilibrium geometry, with properties calculated with ωB97M-V/def2-TZVPD.

Geometry (Å):
C  -1.341  0.006  0.637
C  -2.633  -0.242  0.590
C  -1.974  0.292  -1.454
C  2.470  0.332  1.087
C  2.242  -1.106  0.744
C  1.158  0.479  -1.032
N  -0.952  0.380  -0.577
N  -3.046  0.007  -0.697
N  1.576  0.004  0.001
H  -0.651  -0.246  1.410
H  -3.240  -0.584  1.379
H  2.122  0.832  1.950
H  3.308  0.934  0.757
H  3.056  -1.577  0.178
H  1.685  -1.735  1.387
H  1.325  1.564  -1.126
H  -1.920  0.739  -2.385
H  0.823  0.055  -1.912
H  -4.010  -0.133  -0.938

The HOMO energy comes out at -13.02 eV. The LUMO energy is -2.989 eV. For the relative energy (zero: lowest compared OMol25 entry of this formula, charge and spin), the calculation gives 77.85 kcal/mol. The net charge is +1. The frontier orbital gap comes out at 10.0 eV. The total energy comes out at -10844.887 eV.

Results of the natural (NBO) charge analysis, in e, for atoms 1 through 2: C -0.092; C -0.063

***

Entry 2:
Below is a gas-phase ion, C6H10N3 (charge +1) in a non-equilibrium geometry, with properties calculated with ωB97M-V/def2-TZVPD.

Geometry (Å):
C  -1.946  1.089  0.210
N  -0.559  1.397  0.066
C  0.579  0.712  -0.019
C  1.764  1.527  -0.081
N  2.971  1.098  0.020
C  3.215  -0.247  -0.049
C  2.098  -1.064  0.022
N  0.829  -0.651  -0.055
C  -0.203  -1.632  -0.024
H  -2.451  0.862  -0.649
H  -2.536  1.908  0.572
H  -2.219  0.220  0.826
H  -0.384  2.610  0.253
H  1.561  2.559  0.059
H  4.345  -0.446  0.098
H  2.265  -2.165  0.084
H  -1.190  -1.077  -0.064
H  -0.200  -2.420  -0.844
H  -0.062  -2.331  0.875

The HOMO energy comes out at -13.21 eV. The LUMO energy is -4.339 eV. For the relative energy (zero: lowest compared OMol25 entry of this formula, charge and spin), the calculation gives 61.75 kcal/mol. The net charge is +1. The frontier orbital gap comes out at 8.9 eV. The total energy comes out at -10845.585 eV.

Results of the natural (NBO) charge analysis, in e, for atoms 1 through 2: C -0.441; N -0.534

***

Entry 3:
Below is a gas-phase ion, C6H10N3O (charge +1) in a non-equilibrium geometry, with properties calculated with ωB97M-V/def2-TZVPD.

Geometry (Å):
C  0.825  -1.278  -0.258
C  -1.331  -0.533  -0.787
C  0.710  1.028  -0.715
C  -2.009  0.443  -0.119
C  -2.878  -0.561  0.825
C  2.852  -0.099  0.073
N  -0.400  -1.441  -0.729
N  1.424  -0.099  -0.075
N  0.750  2.262  -0.237
O  -2.239  1.576  -0.230
H  1.539  -2.122  0.129
H  -3.026  -1.504  0.321
H  -3.916  -0.091  0.804
H  -2.382  -0.350  1.820
H  3.088  0.424  1.064
H  3.220  -1.166  0.007
H  3.364  0.432  -0.791
H  -0.696  -2.347  -1.034
H  -0.005  2.773  -0.650
H  1.111  2.654  0.585

The HOMO energy (alpha / beta) comes out at -12.54 / -12.54 eV. The LUMO energy (alpha / beta) is -4.903 / -4.904 eV. For the relative energy (zero: lowest compared OMol25 entry of this formula, charge and spin), the calculation gives 175.69 kcal/mol. The net charge is +1. The frontier orbital gap (alpha / beta) comes out at 7.6 / 7.6 eV. The total energy comes out at -12889.023 eV.

Results of the natural (NBO) charge analysis, in e, for atoms 1 through 2: C 0.376; C 0.168

***

Entry 4:
Below is 2 unconnected molecules or ions with the total composition C6H10N3O2 in a non-equilibrium geometry, with properties calculated with ωB97M-V/def2-TZVPD.

Geometry (Å):
C  0.729  0.784  0.147
C  0.603  0.816  1.471
C  -2.906  0.281  -0.654
C  -1.692  0.495  -0.511
C  -0.325  0.587  -0.855
C  -0.562  1.022  2.293
N  -0.742  0.570  3.501
N  -1.515  2.040  1.932
N  0.804  -1.544  -1.915
O  -1.342  2.795  1.013
O  -2.456  2.135  2.680
H  1.655  0.768  -0.254
H  1.520  0.616  1.873
H  -4.047  0.187  -0.582
H  -0.204  1.095  -1.841
H  -0.188  -0.509  -1.237
H  -0.105  -0.144  3.845
H  -1.662  0.781  3.887
H  0.244  -2.339  -2.215
H  1.601  -1.883  -1.365
H  1.211  -1.066  -2.864

The HOMO energy (alpha / beta) comes out at -12.36 / -12.36 eV. The LUMO energy (alpha / beta) is -6.082 / -6.083 eV. For the relative energy (zero: lowest compared OMol25 entry of this formula, charge and spin), the calculation gives 194.82 kcal/mol. The net charge is +1. The frontier orbital gap (alpha / beta) comes out at 6.3 / 6.3 eV. The total energy comes out at -14935.133 eV.

Results of the natural (NBO) charge analysis, in e, for atoms 1 through 2: C 0.108; C -0.402